(1)
Below is a molecular structure, C8H9NO6Sr in a non-equilibrium geometry, with properties calculated with the ωB97M-V functional and the def2-TZVPD basis.

Calculated values
- Kohn-Sham gap (eV) = 10.508
- ΔE to the lowest compared entry with this formula, charge and spin (kJ/mol) = 8.86
- net charge = +2
- electronic energy (eV) = -23037.98889
- molar mass (g/mol) = 302.78
- spin multiplicity = 1
- lowest unoccupied orbital energy (Ha) = -0.2593

Structure (XYZ):
```
25
C8H9NO6Sr (the ωB97M-V functional and the def2-TZVPD basis)
Sr -0.237 0.595 -0.788
C -0.114 2.490 0.957
O -0.071 2.984 2.011
C -0.100 3.194 -2.076
O -0.093 4.228 -2.550
C -2.861 1.308 -1.203
O -3.992 1.237 -1.097
C 2.506 1.292 -1.222
O 3.652 1.231 -1.095
C -0.084 -0.733 -3.098
H 0.858 -1.291 -2.889
H -1.023 -1.313 -2.925
C -0.087 0.494 -3.647
H -1.020 1.022 -3.919
H 0.844 1.028 -3.915
N -0.295 -2.178 3.716
C 0.752 -2.006 2.637
C 0.238 -1.048 1.625
O -0.943 -0.588 1.729
O 1.086 -0.767 0.678
H -0.501 -1.252 4.143
H 0.069 -2.834 4.429
H -1.167 -2.550 3.288
H 1.656 -1.585 3.065
H 0.926 -2.959 2.146
```

---

(2)
Below is a molecular structure, C41H55AgN3O5SSbSi3 in a non-equilibrium geometry, with properties calculated with the ωB97M-V functional and the def2-TZVPD basis.

Calculated values
- Kohn-Sham gap (eV) = 5.588
- ΔE to the lowest compared entry with this formula, charge and spin (kJ/mol) = 0.00
- net charge = -2
- electronic energy (eV) = -103122.76840
- molar mass (g/mol) = 1015.86
- spin multiplicity = 1
- lowest unoccupied orbital energy (Ha) = 0.1375

Structure (XYZ):
```
110
C41H55AgN3O5SSbSi3 (the ωB97M-V functional and the def2-TZVPD basis)
Ag -0.580 -0.124 -0.740
C 4.054 -0.515 0.930
Sb 1.910 -0.865 0.635
C 1.753 0.782 -0.775
C 1.993 2.090 -0.185
C 2.833 3.069 -0.805
C 3.013 4.319 -0.258
C 2.370 4.659 0.928
C 1.615 3.656 1.510
N 1.450 2.430 1.020
Si 2.176 0.528 -2.529
C 4.025 0.497 -2.945
C 1.532 -1.052 -3.310
C 1.416 1.901 -3.584
C 1.381 -0.678 2.898
C 0.032 0.029 2.990
C -0.621 0.251 4.211
C -1.845 0.897 4.235
C -2.420 1.307 3.044
C -1.745 1.015 1.872
N -0.559 0.392 1.848
Si 2.649 0.003 4.081
C 3.373 1.669 3.670
C 4.076 -1.190 4.373
C 2.025 0.319 5.837
Si 0.991 -2.513 3.232
C 2.304 -3.695 2.602
C -0.639 -2.937 2.472
C 0.857 -2.928 5.067
H 4.461 -0.447 -0.080
H 4.546 -1.336 1.449
H 4.258 0.425 1.443
H 3.374 2.805 -1.703
H 3.675 5.027 -0.745
H 2.466 5.635 1.386
H 1.104 3.851 2.451
H 4.577 -0.069 -2.189
H 4.466 1.500 -2.992
H 4.186 0.011 -3.915
H 2.221 -1.894 -3.177
H 1.432 -0.874 -4.389
H 0.564 -1.366 -2.916
H 1.774 2.905 -3.350
H 0.329 1.895 -3.428
H 1.607 1.707 -4.647
H -0.171 -0.090 5.132
H -2.345 1.075 5.181
H -3.366 1.832 3.003
H -2.178 1.290 0.911
H 3.831 1.730 2.683
H 4.129 1.901 4.430
H 2.600 2.441 3.713
H 4.437 -1.678 3.474
H 3.801 -1.970 5.092
H 4.908 -0.617 4.800
H 1.401 1.216 5.886
H 2.914 0.494 6.454
H 1.467 -0.508 6.277
H 2.254 -3.808 1.517
H 2.132 -4.676 3.061
H 3.314 -3.371 2.868
H -0.680 -2.626 1.422
H -1.464 -2.441 2.997
H -0.807 -4.020 2.505
H 1.778 -2.707 5.611
H 0.663 -4.004 5.159
H 0.032 -2.397 5.555
C -0.242 5.009 -1.077
S -1.555 3.857 -0.718
C -2.567 4.282 -2.148
O -2.276 4.420 0.481
H -0.673 6.000 -1.241
H 0.310 4.655 -1.955
H 0.424 5.010 -0.213
H -1.957 4.722 -2.938
H -3.292 4.999 -1.761
H -3.072 3.390 -2.513
O -4.740 0.889 -1.645
C -3.563 0.874 -2.029
O -2.514 1.138 -1.383
C -3.343 0.528 -3.512
C -4.443 0.403 -4.354
C -4.275 0.120 -5.699
C -2.991 -0.048 -6.181
C -1.877 0.052 -5.370
C -2.064 0.347 -4.027
N -2.806 -0.347 -7.627
O -1.672 -0.492 -8.037
O -3.804 -0.422 -8.322
H -5.426 0.532 -3.921
H -5.115 0.022 -6.372
H -0.890 -0.099 -5.784
H -1.222 0.433 -3.358
C -5.133 -3.581 -0.072
C -4.783 -2.209 -0.001
C -3.508 -1.814 -0.295
C -2.498 -2.742 -0.682
C -1.164 -2.285 -0.953
C -0.260 -3.271 -1.279
C -0.602 -4.646 -1.370
C -1.877 -5.068 -1.114
C -2.863 -4.116 -0.752
C -4.196 -4.506 -0.438
H -6.144 -3.895 0.167
H -5.527 -1.469 0.271
H -3.239 -0.766 -0.253
H 0.780 -3.014 -1.455
H 0.162 -5.371 -1.644
H -2.149 -6.118 -1.182
H -4.457 -5.559 -0.499
```

---

(3)
Below is a single C6H9NO molecule in a non-equilibrium geometry, with properties calculated with the ωB97M-V functional and the def2-TZVPD basis.

Calculated values
- Kohn-Sham gap (eV) = 9.880
- ΔE to the lowest compared entry with this formula, charge and spin (kJ/mol) = 271.70
- SMILES = O=C1CCN[C@H]2C[C@H]12
- electronic energy (eV) = -9902.78818
- molar mass (g/mol) = 111.14
- spin multiplicity = 1
- lowest unoccupied orbital energy (Ha) = 0.0326

Structure (XYZ):
```
17
C6H9NO (the ωB97M-V functional and the def2-TZVPD basis)
O 1.330 -2.113 -0.478
C 1.089 -1.017 -0.064
C 0.496 -0.811 1.314
C -1.049 -0.281 1.238
N -1.346 0.712 0.220
C -0.501 0.349 -0.893
C 0.277 0.972 -1.922
C 1.027 0.326 -0.719
H 1.047 -0.014 1.870
H 0.557 -1.706 2.005
H -1.595 -1.207 0.955
H -1.475 0.048 2.159
H -1.097 1.649 0.467
H -0.839 -0.574 -1.331
H 0.299 0.527 -2.909
H 0.495 2.058 -1.869
H 1.286 1.083 -0.043
```

---

(4)
Below is a molecular structure, C27H19F3N6O5RuS2 in a non-equilibrium geometry, with properties calculated with the ωB97M-V functional and the def2-TZVPD basis.

Calculated values
- Kohn-Sham gap (alpha / beta) (eV) = 6.904 / 6.827
- ΔE to the lowest compared entry with this formula, charge and spin (kJ/mol) = 0.00
- net charge = -1
- electronic energy (eV) = -79893.71179
- molar mass (g/mol) = 729.68
- spin multiplicity = 2
- lowest unoccupied orbital energy (alpha / beta) (Ha) = 0.0650 / 0.0637

Structure (XYZ):
```
63
C27H19F3N6O5RuS2 (the ωB97M-V functional and the def2-TZVPD basis)
Ru -0.650 -0.317 0.859
O -0.985 0.555 2.604
C -0.068 1.160 3.327
C -0.533 1.835 4.475
C 0.307 2.564 5.285
C 1.670 2.643 4.997
C 2.150 1.957 3.902
C 1.322 1.209 3.052
C 1.987 0.510 1.966
N 1.386 -0.164 1.066
N 2.152 -0.756 0.077
C 1.370 -1.455 -0.700
O 0.095 -1.576 -0.557
C 1.977 -2.166 -1.859
C 3.343 -2.094 -2.117
C 3.872 -2.730 -3.227
C 3.044 -3.444 -4.085
C 1.684 -3.525 -3.824
C 1.150 -2.889 -2.713
H -1.588 1.744 4.698
H -0.095 3.068 6.156
H 2.341 3.209 5.630
H 3.211 1.981 3.678
H 3.072 0.569 1.911
H 3.971 -1.532 -1.440
H 4.934 -2.667 -3.429
H 3.460 -3.936 -4.955
H 1.037 -4.085 -4.486
H 0.094 -2.943 -2.486
F -0.231 -4.356 0.276
C 0.322 -4.385 1.493
F 0.126 -5.617 1.989
F 1.642 -4.222 1.342
S -0.400 -3.074 2.631
O -1.084 -3.846 3.632
O 0.744 -2.300 3.051
O -1.325 -2.370 1.719
N 1.339 0.318 -6.682
C 0.493 0.158 -5.920
C -0.578 -0.026 -4.983
C -1.861 -0.338 -5.428
C -2.858 -0.507 -4.487
C -2.534 -0.363 -3.141
N -1.310 -0.070 -2.715
C -0.353 0.100 -3.613
H -2.059 -0.442 -6.486
H -3.869 -0.748 -4.782
H -3.281 -0.494 -2.365
H 0.638 0.336 -3.241
N -3.800 0.057 0.520
C -2.680 -0.247 0.549
S -0.350 1.809 -0.153
C -1.211 2.937 0.818
N -2.446 2.670 1.288
C -3.157 3.504 2.065
C -2.668 4.738 2.389
C -1.404 5.088 1.896
C -0.688 4.207 1.124
H -2.844 1.744 1.076
H -4.113 3.126 2.395
H -3.239 5.402 3.018
H -0.976 6.049 2.148
H 0.305 4.440 0.771
```